Below is a molecular structure, C42H39AsN3O3PS4SbTi, with properties calculated with the ωB97M-V functional and the def2-TZVPD basis.

**E**: -7273.7064 a.u.
**Spin multiplicity**: 2
**Expectation value of S²**: 0.7628
**Net charge**: -2
**HOMO energy (alpha / beta)**: -0.817 / -1.853 eV
**Kohn-Sham gap (alpha / beta)**: 4.83 / 5.87 eV
**Energy above the lowest of the compared OMol25 structures with the same formula, charge and spin**: 24.4 kJ/mol

Each line ends with the Mulliken charge.
Atoms and positions in Å:
Ti 0.33 0.00 -1.24  -0.31
C 8.00 3.71 -3.09  -0.40
C 7.64 2.46 -3.57  -0.58
C 6.35 1.98 -3.40  -0.14
C 5.39 2.73 -2.71  0.04
C 5.76 3.99 -2.24  -0.12
C 7.05 4.47 -2.43  -0.74
P 3.70 1.97 -2.62  -0.43
C 2.77 3.39 -1.92  0.60
C 2.82 3.74 -0.57  -0.06
C 2.08 4.81 -0.08  -0.63
C 1.27 5.54 -0.94  -0.49
C 1.20 5.20 -2.29  -0.63
C 1.94 4.13 -2.77  -0.60
C 3.82 0.90 -1.12  0.80
C 5.07 0.77 -0.49  -0.08
C 5.22 -0.01 0.64  -0.88
C 4.11 -0.63 1.17  -1.43
C 2.88 -0.49 0.53  0.16
C 2.66 0.24 -0.65  0.00
H 9.00 4.09 -3.23  0.36
H 8.37 1.85 -4.10  0.37
H 6.08 1.01 -3.80  0.37
H 5.04 4.60 -1.71  0.34
H 7.31 5.46 -2.05  0.38
H 3.42 3.14 0.11  0.39
H 2.12 5.06 0.97  0.44
H 0.67 6.36 -0.56  0.36
H 0.54 5.73 -2.96  0.40
H 1.85 3.82 -3.80  0.38
H 5.93 1.30 -0.88  0.26
H 6.19 -0.09 1.12  0.37
H 4.18 -1.21 2.08  0.39
H 2.04 -0.96 1.03  0.57
S -4.56 -0.52 -2.18  -0.65
Sb -2.60 -0.41 -3.42  0.44
S -0.79 1.73 -4.09  -0.48
S 0.90 0.74 -3.46  -0.23
S -1.98 -2.37 -4.48  -0.78
N -0.20 2.08 -0.94  0.12
C -1.12 2.33 0.18  -0.57
C -0.41 2.10 1.50  -0.77
C 0.13 0.69 1.69  0.54
O 0.65 0.37 2.75  -0.70
O -0.03 -0.11 0.68  0.40
H 0.62 2.67 -0.88  -0.34
H -0.65 2.29 -1.85  0.25
H -1.96 1.64 0.07  0.33
H -1.51 3.35 0.13  0.38
H -1.08 2.30 2.33  0.39
H 0.43 2.79 1.60  0.13
N 0.61 -2.74 -2.73  -0.08
C 0.93 -4.03 -2.72  -0.31
C 1.52 -4.30 -1.51  -1.09
C 1.49 -3.08 -0.82  -0.51
N 0.94 -2.14 -1.58  0.67
H -0.04 -2.27 -3.38  -0.11
H 0.68 -4.66 -3.56  0.48
H 1.91 -5.25 -1.16  0.40
H 1.85 -2.85 0.16  0.46
O -1.26 -0.41 -1.83  0.90
As -3.50 -1.09 1.36  0.42
C -3.12 -1.09 3.30  0.10
C -4.09 -0.77 4.25  -0.58
C -3.76 -0.63 5.59  -0.58
C -2.44 -0.81 6.00  -0.43
C -1.47 -1.11 5.06  -0.90
C -1.81 -1.26 3.72  -0.34
C -5.42 -1.50 1.48  -0.18
C -6.31 -0.63 0.86  -0.46
C -7.68 -0.86 0.92  -0.74
C -8.16 -1.97 1.60  -0.38
C -7.28 -2.85 2.21  -0.65
C -5.91 -2.62 2.15  -0.04
C -2.88 -2.90 0.94  0.58
C -2.61 -3.88 1.89  0.16
C -2.21 -5.16 1.49  -0.80
C -2.09 -5.46 0.14  -0.38
C -2.36 -4.48 -0.81  -0.64
C -2.75 -3.21 -0.41  -0.04
H -5.12 -0.63 3.94  0.38
H -4.52 -0.38 6.31  0.37
H -2.18 -0.69 7.04  0.34
H -0.43 -1.22 5.36  0.41
H -1.03 -1.47 3.00  0.61
H -5.92 0.21 0.30  0.44
H -8.36 -0.19 0.42  0.37
H -9.23 -2.16 1.64  0.35
H -7.65 -3.73 2.73  0.38
H -5.23 -3.31 2.62  0.33
H -2.69 -3.66 2.95  0.37
H -1.99 -5.91 2.24  0.36
H -1.78 -6.45 -0.17  0.37
H -2.27 -4.69 -1.87  0.43
H -2.97 -2.46 -1.16  -0.36